Computed, not measured: an isolated molecule of C4H7N3O in a non-equilibrium geometry, with ωB97M-V/def2-TZVPD.

Cartesian coordinates (Å):
1 H -0.834 -1.431 0.204
2 H 2.155 0.443 -1.088
3 N -1.851 -1.451 -0.169
4 O 0.400 1.934 -0.267
5 H -1.881 2.143 0.522
6 C 1.655 -0.401 -0.660
7 H 2.041 -1.359 1.231
8 C -2.319 -0.256 -0.178
9 H 2.167 -1.255 -1.409
10 C -0.195 0.909 -0.181
11 H 1.633 0.391 1.368
12 N -1.651 1.032 0.282
13 C 1.633 -0.483 0.806
14 H -3.389 0.147 -0.273
15 N 0.436 -0.363 -0.187

Calculated values
Energy relative to the best compared isomer or geometry (same formula, charge and spin) ... 5.3117 eV
HOMO level ... -9.19 eV
HOMO-LUMO gap ... 9.89 eV
SMILES string ... [H]/N=C\NC(=O)N1CC1
Calculated total energy ... -10774.4356 eV
Net charge ... 0
Lowest unoccupied orbital energy ... 0.70 eV

natural (NBO) atomic charge list, values in e, 4 entries: 0.39 0.21 -0.64 -0.58



Computed, not measured: a structure of composition C4H7N3O in a non-equilibrium geometry, with ωB97M-V/def2-TZVPD.

Cartesian coordinates (Å):
1 C 2.793 0.152 -0.169
2 H -2.909 -1.217 -0.225
3 H 2.606 0.938 -0.539
4 H 3.336 0.104 0.952
5 H 3.522 -0.346 -1.064
6 N 1.494 -0.814 0.098
7 C -1.913 -0.845 -0.155
8 H 1.828 -1.665 0.179
9 N -0.219 1.971 0.031
10 C -0.546 0.642 0.125
11 C 0.226 -0.556 0.113
12 H 0.106 2.626 0.947
13 H -0.740 2.619 -0.663
14 O -1.873 0.400 -0.081
15 N -0.721 -1.532 0.096

Calculated values
Energy relative to the best compared isomer or geometry (same formula, charge and spin) ... 5.3707 eV
HOMO level ... -6.98 eV
HOMO-LUMO gap ... 7.83 eV
Calculated total energy ... -10774.3766 eV
Net charge ... 0
Lowest unoccupied orbital energy ... 0.85 eV

natural (NBO) atomic charge list, values in e, 4 entries: -0.32 0.18 0.14 0.21



Computed, not measured: an isolated molecule of C4H7N3O in a non-equilibrium geometry, with ωB97M-V/def2-TZVPD.

Cartesian coordinates (Å):
1 H -1.175 -1.034 1.970
2 H -1.028 1.851 2.901
3 N 0.029 1.463 -1.602
4 O -0.905 0.947 2.556
5 H -0.328 -1.909 0.809
6 C -0.498 0.100 0.526
7 C 0.998 1.435 -0.816
8 N -0.454 1.199 1.246
9 H 1.943 1.803 -0.417
10 N -0.923 -1.113 0.987
11 C 0.478 -1.004 -1.663
12 C 0.234 0.197 -0.779
13 H 1.534 -1.063 -1.948
14 H 0.204 -1.948 -1.185
15 H -0.110 -0.925 -2.584

Calculated values
Energy relative to the best compared isomer or geometry (same formula, charge and spin) ... 4.1033 eV
HOMO level ... -8.46 eV
HOMO-LUMO gap ... 9.29 eV
SMILES string ... C[C@@]1(/C(N)=N/O)C=N1
Calculated total energy ... -10775.6440 eV
Net charge ... 0
Lowest unoccupied orbital energy ... 0.83 eV

natural (NBO) atomic charge list, values in e, 4 entries: 0.40 0.48 -0.28 -0.61



Computed, not measured: an isolated molecule of C4H7N3O in a non-equilibrium geometry, with ωB97M-V/def2-TZVPD.

Cartesian coordinates (Å):
1 C -0.292 1.041 -0.021
2 N 2.156 0.539 -0.127
3 H 0.309 -2.401 -0.280
4 N 1.898 -0.857 -0.388
5 H 2.667 -1.371 -0.083
6 N -1.886 -0.803 0.011
7 C -0.605 -0.351 -0.142
8 C 1.195 1.396 -0.015
9 O -2.769 0.365 -0.213
10 H -0.717 1.345 1.043
11 H 1.517 2.398 0.104
12 H -3.702 -0.001 -0.455
13 C 0.523 -1.403 0.040
14 H -0.888 1.777 -0.684
15 H 0.594 -1.673 1.211

Calculated values
Energy relative to the best compared isomer or geometry (same formula, charge and spin) ... 4.7647 eV
HOMO level ... -8.86 eV
HOMO-LUMO gap ... 9.45 eV
SMILES string ... O/N=C1\CC=NNC1
Calculated total energy ... -10774.9826 eV
Net charge ... 0
Lowest unoccupied orbital energy ... 0.58 eV

natural (NBO) atomic charge list, values in e, 4 entries: -0.57 -0.23 0.24 -0.46